Record 1
C58H27Cl2F15GeN5O4S4Sn | wB97M-V/def2-TZVPD

- 2S+1: 1
- HOMO level: -4.9 eV
- E: -9103.76073 a.u.
- HOMO-LUMO gap: 0.22109 Ha
- Net charge: -1

Structure (XYZ):
```
117
Properties=species:S:1:pos:R:3:lowdin_charge:R:1
Sn 0.21900 -0.03743 -0.38609 1.15
Cl 3.84170 -1.06654 1.77109 0.53
C 4.71189 -1.69876 0.36639 -0.99
Cl 3.88608 -3.09747 -0.35114 0.51
H 5.69377 -2.01872 0.68993 0.02
H 4.73525 -0.90892 -0.37660 -0.04
S 1.16681 -6.20281 4.63231 1.04
C 2.70614 -6.89798 4.36081 -0.42
C 3.34449 -6.30431 3.31907 -0.18
C 2.57522 -5.26225 2.73199 -0.12
C 1.36268 -5.08114 3.33478 -0.48
C 0.31869 -4.10066 3.00329 -0.20
C 0.52230 -3.17678 1.95357 -0.09
N -0.34816 -2.26747 1.60673 0.10
C -1.50893 -2.18265 2.27717 -0.16
C -1.82564 -3.04390 3.33612 -0.13
C -3.07898 -2.90088 4.02549 -0.02
C -3.95399 -1.94027 3.65979 -0.02
C -3.65501 -1.03748 2.58020 -0.14
C -4.53328 -0.00952 2.20547 0.05
C -4.20494 0.83454 1.17033 -0.18
C -2.96956 0.60501 0.52753 -0.09
N -2.11513 -0.32851 0.88266 0.10
C -2.44341 -1.15627 1.88990 -0.15
C -5.05727 1.95331 0.74967 -0.47
C -6.38286 2.15870 1.01423 -0.13
C -6.87818 3.36586 0.45758 -0.19
C -5.91615 4.05256 -0.22021 -0.41
S -4.41426 3.24782 -0.18653 1.10
C -0.87593 -4.01530 3.68321 0.02
H 3.04843 -7.70804 4.98431 0.06
H 4.32946 -6.58901 2.97819 0.10
H 2.92168 -4.67003 1.89604 0.07
H 1.45382 -3.17382 1.39246 0.08
H -3.30538 -3.57938 4.83976 0.11
H -4.90024 -1.82484 4.17580 0.11
H -5.45752 0.12295 2.75734 0.12
H -2.67268 1.21688 -0.31817 0.08
H -6.99324 1.46290 1.57387 0.11
H -7.90230 3.69872 0.54756 0.10
H -6.01211 4.98898 -0.74605 0.06
H -1.09390 -4.69013 4.50471 0.10
S -1.43775 1.93703 3.86875 1.10
C -0.60456 0.64500 4.66124 -0.47
C -0.84982 0.06719 5.90436 -0.10
C -0.00829 -0.94199 6.33309 -0.10
C 1.07507 -1.35156 5.54628 -0.09
C 1.31468 -0.77750 4.31378 -0.03
C 0.45227 0.21475 3.84728 -0.31
N 0.55830 0.85859 2.62346 0.12
C -0.32981 1.78698 2.50844 -0.53
C -0.48349 2.66294 1.33687 -0.28
C -0.83970 4.00022 1.53975 -0.07
C -0.93589 4.86092 0.46226 -0.10
C -0.70043 4.37286 -0.81843 -0.08
C -0.38405 3.03584 -1.00437 -0.13
C -0.25292 2.14153 0.05835 -0.29
H -1.67896 0.39737 6.51718 0.10
H -0.18216 -1.41093 7.29356 0.10
H 1.73518 -2.13038 5.90831 0.10
H 2.15034 -1.08522 3.69776 0.04
H -1.00715 4.36920 2.54615 0.09
H -1.18723 5.90269 0.61635 0.10
H -0.77834 5.03551 -1.67389 0.10
H -0.26697 2.65690 -2.01074 0.07
C -1.11948 -4.73690 -1.13824 0.00
C -1.76256 -3.58920 -1.83630 -0.36
N -1.44191 -2.32446 -1.69703 0.14
C -2.29562 -1.62216 -2.50630 -0.13
C -3.15358 -2.48466 -3.14425 -0.08
N -2.79401 -3.72788 -2.70373 0.17
C -4.27779 -2.39274 -4.10887 -0.50
O -4.65792 -1.19165 -4.46669 0.12
O -4.79671 -3.41704 -4.50943 0.07
C -2.20530 -0.14039 -2.64737 -0.55
O -3.07336 0.42156 -3.34409 0.04
O -1.28063 0.47753 -2.04544 -0.20
H -0.09929 -4.46642 -0.87715 0.07
H -1.10133 -5.62268 -1.77396 0.08
H -1.65491 -4.98519 -0.21906 0.08
H -3.24346 -4.56819 -3.03238 0.16
H -4.05769 -0.49737 -4.02764 0.05
F 4.86858 3.21421 -5.32430 0.09
C 4.58101 1.90707 -5.45739 -0.23
C 3.88468 1.24872 -4.45975 -0.12
C 3.61160 -0.09149 -4.67840 -0.23
F 2.91044 -0.80783 -3.80012 0.08
C 4.03376 -0.75145 -5.82210 -0.14
F 3.75745 -2.04582 -6.01217 0.12
C 4.74349 -0.06074 -6.78444 -0.14
F 5.15523 -0.68588 -7.89113 0.12
C 5.01964 1.28223 -6.60751 -0.14
F 5.70261 1.94890 -7.54631 0.11
Ge 3.32643 2.24562 -2.82361 0.61
S 2.91519 1.08349 -1.10344 0.14
C 4.89157 3.33973 -2.23035 -0.15
C 6.21111 2.99490 -2.44471 -0.22
F 6.53848 2.01135 -3.30278 0.09
C 7.26223 3.61639 -1.79306 -0.14
F 8.53127 3.26007 -2.03279 0.11
C 6.99409 4.61528 -0.87905 -0.14
F 7.99729 5.22894 -0.24335 0.12
C 5.68493 4.97948 -0.62324 -0.14
F 5.43086 5.94142 0.27110 0.11
C 4.66442 4.33115 -1.29063 -0.25
F 3.40981 4.67767 -0.97408 0.09
C 2.04368 3.45951 -3.73934 -0.11
C 0.90652 2.84660 -4.24359 -0.25
F 0.73257 1.53192 -4.04785 0.09
C -0.08109 3.52698 -4.92836 -0.14
F -1.16662 2.90759 -5.38793 0.13
C 0.07644 4.88614 -5.13510 -0.13
F -0.86050 5.57468 -5.79095 0.12
C 1.20841 5.52923 -4.67337 -0.14
F 1.36066 6.83955 -4.90033 0.11
C 2.17730 4.81217 -3.99035 -0.21
F 3.26328 5.49681 -3.60936 0.10
```


Record 2
C35H34O3P | wB97M-V/def2-TZVPD

- 2S+1: 1
- HOMO level: -9.6 eV
- E: -1920.87299 a.u.
- HOMO-LUMO gap: 0.15488 Ha
- Net charge: +1

Structure (XYZ):
```
73
Properties=species:S:1:pos:R:3:lowdin_charge:R:1
C 5.81319 3.24815 -3.45053 -0.05
O 4.40142 3.14035 -3.74714 -0.10
C 3.54722 2.52426 -2.88033 -0.27
C 2.18738 2.55029 -3.25715 0.00
C 1.25351 1.81635 -2.54444 -0.07
C 1.65946 0.97245 -1.48552 -0.39
P 0.51847 -0.24552 -0.65691 1.06
C -1.08459 0.10605 -1.51097 -0.39
C -1.53957 -0.62187 -2.63234 -0.07
C -2.64421 -0.18963 -3.35196 0.01
C -3.35938 0.95340 -2.93086 -0.27
O -4.32271 1.39028 -3.79118 -0.09
C -5.15986 2.51817 -3.44509 -0.06
C -3.00206 1.60517 -1.72530 -0.02
C -1.90240 1.14919 -1.01327 -0.12
C 1.03923 -1.83150 -1.47389 -0.39
C 0.47906 -3.05102 -1.01968 -0.12
C 0.66362 -4.23302 -1.71981 -0.02
C 1.48572 -4.23014 -2.87190 -0.27
O 1.61390 -5.27468 -3.73931 -0.09
C 1.00213 -6.55429 -3.45232 -0.05
C 2.17963 -3.05576 -3.23888 0.00
C 1.97949 -1.88369 -2.52759 -0.07
C 2.99581 1.07974 -1.02497 -0.12
C 3.94260 1.81697 -1.71972 -0.02
H 6.18564 3.92431 -4.22260 0.09
H 5.98677 3.66878 -2.44954 0.09
H 6.30432 2.26796 -3.53496 0.10
H 1.94246 3.14293 -4.13579 0.12
H 0.20209 1.91693 -2.82664 0.11
H -1.04189 -1.53946 -2.95222 0.11
H -2.98620 -0.67409 -4.26152 0.12
H -5.91929 2.51845 -4.22719 0.09
H -5.62105 2.39210 -2.45590 0.09
H -4.58232 3.45247 -3.47311 0.10
H -3.58768 2.46296 -1.39191 0.10
H -1.67308 1.60393 -0.05059 0.09
H -0.10670 -3.07121 -0.10108 0.09
H 0.17533 -5.16297 -1.42231 0.10
H 1.41178 -7.21120 -4.22220 0.09
H 1.27096 -6.91504 -2.44897 0.09
H -0.09157 -6.48973 -3.54661 0.10
H 2.83080 -3.12618 -4.10606 0.12
H 2.57524 -1.01000 -2.80332 0.10
H 3.29614 0.57860 -0.10510 0.10
H 4.98876 1.85054 -1.41117 0.11
C -0.69873 5.00162 5.25674 -0.03
C -0.54317 3.58784 4.78954 -0.22
C 0.11828 3.33877 3.57852 -0.01
C 0.18473 2.06657 3.04081 0.03
C -0.37471 0.94840 3.74282 -0.17
C -0.42470 -0.30697 3.09234 0.12
C -1.01250 -1.47889 3.65830 -0.19
C -0.49023 -2.76640 3.32791 0.00
C -1.00209 -3.91343 3.92501 -0.05
C -2.03124 -3.84098 4.87778 -0.03
C -2.59462 -2.58805 5.18257 -0.05
C -2.14285 -1.44301 4.53438 -0.02
C -0.87924 1.20344 5.06703 0.02
C -1.02538 2.50006 5.53712 0.00
H -1.43273 5.08041 6.06350 0.09
H 0.26210 5.37886 5.62831 0.11
H -0.99512 5.66797 4.43570 0.10
H 0.55313 4.18238 3.03522 0.13
H 0.63536 1.88672 2.06201 0.12
H 0.05097 -0.38887 2.10635 0.06
H 0.33708 -2.82025 2.61621 0.12
H -0.59498 -4.88759 3.64992 0.12
H -2.42261 -4.75126 5.34149 0.12
H -3.40150 -2.51897 5.91421 0.12
H -2.68130 -0.49928 4.68781 0.12
H -1.18095 0.37598 5.71594 0.12
H -1.52058 2.70520 6.49230 0.13
```


Record 3
C4H13N2 | wB97M-V/def2-TZVPD

- 2S+1: 1
- HOMO level: -14.3 eV
- E: -269.10955 a.u.
- HOMO-LUMO gap: 0.19821 Ha
- Net charge: +1

Structure (XYZ):
```
19
Properties=species:S:1:pos:R:3:lowdin_charge:R:1
C -1.03960 -0.05293 -0.90332 -0.34
C 0.08509 -1.00124 -0.58433 -0.25
C 1.48663 -0.48999 -0.24874 -0.14
C 1.27169 0.60637 0.87426 -0.22
N 0.77094 1.86553 0.34399 0.19
N -1.43701 0.81551 0.15845 0.11
H -0.63668 0.58890 -1.77233 0.16
H -1.88033 -0.57241 -1.45996 0.16
H 0.01632 -1.86658 -1.30711 0.15
H -0.27874 -1.45073 0.35472 0.06
H 1.94444 -1.39247 0.16484 0.12
H 2.15139 -0.19654 -1.08463 0.13
H 2.33176 0.81220 1.18869 0.13
H -2.52118 -1.70899 0.08008 0.15
H 0.76759 0.07813 1.69693 0.13
H -0.30849 1.61654 0.08501 0.04
H -2.10602 -1.15696 0.88992 0.10
H -1.89673 0.76112 1.19549 0.19
H 1.27894 2.74455 0.32804 0.14
```


Copy entry 3 word for word.
C4H13N2 | wB97M-V/def2-TZVPD

- 2S+1: 1
- HOMO level: -14.3 eV
- E: -269.10955 a.u.
- HOMO-LUMO gap: 0.19821 Ha
- Net charge: +1

Structure (XYZ):
```
19
Properties=species:S:1:pos:R:3:lowdin_charge:R:1
C -1.03960 -0.05293 -0.90332 -0.34
C 0.08509 -1.00124 -0.58433 -0.25
C 1.48663 -0.48999 -0.24874 -0.14
C 1.27169 0.60637 0.87426 -0.22
N 0.77094 1.86553 0.34399 0.19
N -1.43701 0.81551 0.15845 0.11
H -0.63668 0.58890 -1.77233 0.16
H -1.88033 -0.57241 -1.45996 0.16
H 0.01632 -1.86658 -1.30711 0.15
H -0.27874 -1.45073 0.35472 0.06
H 1.94444 -1.39247 0.16484 0.12
H 2.15139 -0.19654 -1.08463 0.13
H 2.33176 0.81220 1.18869 0.13
H -2.52118 -1.70899 0.08008 0.15
H 0.76759 0.07813 1.69693 0.13
H -0.30849 1.61654 0.08501 0.04
H -2.10602 -1.15696 0.88992 0.10
H -1.89673 0.76112 1.19549 0.19
H 1.27894 2.74455 0.32804 0.14
```